Record 1
A molecular structure, C4H8O3Pb at a distorted geometry. Source: the Open Molecules 2025 dataset; level of theory: ωB97M-V with the def2-TZVPD basis set.

expectation value of S²	0.7536
HOMO-LUMO gap (spin up / spin down)	8.6 / 8.5	eV
DFT total energy	-15657.3590	eV
strongest force on any atom	3.85	eV/A
relative energy (zero: lowest compared OMol25 entry of this formula, charge and spin)	0.183	eV

```
! RIJCOSX wB97M-V def2-TZVPD def2/J DEFGRID3
* xyz 1 2
O -0.078 -0.996 -0.497
O 1.723 -0.609 -1.781
C 0.673 -1.110 -1.606
O 0.865 2.398 0.573
C 1.858 3.131 -0.057
C -1.202 -1.960 -0.334
C -1.815 -1.736 1.022
H 2.849 2.645 -0.012
H 1.629 3.291 -1.129
H 1.964 4.130 0.406
H -1.903 -1.756 -1.149
H -0.768 -2.959 -0.438
H -2.223 -0.718 1.133
H -2.659 -2.428 1.132
H -1.108 -1.957 1.835
Pb 0.195 0.634 0.902
*
```

Results of the Löwdin charge analysis, in e, for atoms 1 through 4: O -0.363; O 0.172; C -0.196; O -0.571

Record 2
2 unconnected molecules or ions with the total composition C4H8O3S at a distorted geometry. Source: the Open Molecules 2025 dataset; level of theory: ωB97M-V with the def2-TZVPD basis set.

HOMO-LUMO gap	10.5	eV
DFT total energy	-21250.8678	eV
strongest force on any atom	5.02	eV/A
SMILES	CS(=O)(=O)C1=CC1.O
relative energy (zero: lowest compared OMol25 entry of this formula, charge and spin)	4.850	eV

```
! RIJCOSX wB97M-V def2-TZVPD def2/J DEFGRID3
* xyz 0 1
C 2.143 0.227 1.187
S 1.217 -0.556 -0.125
O 1.940 -0.807 -1.332
O 0.406 -1.668 0.392
C 0.073 0.697 -0.488
C -0.410 1.931 -0.393
C -1.285 0.951 -1.050
H 3.202 0.342 0.797
H 1.544 1.064 1.428
H 1.929 -0.245 2.045
H -0.414 2.864 0.195
H -2.044 0.572 -0.438
H -1.598 0.977 -2.114
O -2.551 -2.055 0.116
H -1.918 -2.560 0.481
H -2.232 -1.737 -0.701
*
```

Results of the Löwdin charge analysis, in e, for atoms 1 through 4: C -0.101; S 0.654; O -0.292; O -0.320

Record 3
2 unconnected molecules or ions with the total composition C4H8O4 at a distorted geometry. Source: the Open Molecules 2025 dataset; level of theory: ωB97M-V with the def2-TZVPD basis set.

HOMO-LUMO gap	10.4	eV
DFT total energy	-12463.6577	eV
strongest force on any atom	3.29	eV/A
SMILES	CC(=O)O.C=COO
relative energy (zero: lowest compared OMol25 entry of this formula, charge and spin)	5.502	eV

```
! RIJCOSX wB97M-V def2-TZVPD def2/J DEFGRID3
* xyz 0 1
C -2.277 -0.589 -1.793
C -1.041 -0.642 -0.927
O -0.506 -1.663 -0.569
O -0.580 0.573 -0.636
H -1.987 -0.352 -2.816
H -2.946 0.183 -1.436
H -2.787 -1.555 -1.772
H 0.520 0.696 -0.524
C 0.512 0.696 2.406
C 1.158 0.056 1.459
O 1.760 0.842 0.316
O 2.795 0.108 -0.336
H 0.166 1.708 2.286
H 0.258 0.172 3.311
H 1.434 -0.983 1.396
H 3.520 0.751 -0.364
*
```

Results of the Löwdin charge analysis, in e, for atoms 1 through 4: C 0.002; C -0.605; O 0.073; O 0.009

Record 4
C4H8O4 in the gas phase at a distorted geometry. Source: the Open Molecules 2025 dataset; level of theory: ωB97M-V with the def2-TZVPD basis set.

HOMO-LUMO gap	9.6	eV
DFT total energy	-12465.4275	eV
strongest force on any atom	3.20	eV/A
SMILES	COC(O)(O)CC=O
relative energy (zero: lowest compared OMol25 entry of this formula, charge and spin)	3.732	eV

```
! RIJCOSX wB97M-V def2-TZVPD def2/J DEFGRID3
* xyz 0 1
C -1.203 1.451 -0.514
O -0.715 0.153 -0.800
C 0.953 -0.233 -0.346
O 1.266 -1.227 -1.211
O 1.767 0.821 -0.544
C 0.588 -0.576 1.043
C -0.927 -1.021 0.837
O -1.769 -0.721 1.680
H -1.880 1.748 -1.319
H -1.748 1.459 0.434
H -0.406 2.203 -0.454
H 1.578 -2.005 -0.720
H 1.718 1.028 -1.493
H 0.594 0.300 1.691
H 1.169 -1.406 1.445
H -0.983 -1.976 0.272
*
```

Results of the Löwdin charge analysis, in e, for atoms 1 through 4: C -0.115; O -0.189; C -0.520; O 0.106

Record 5
A gas-phase ion, C4H8O4PS (charge -1) at a distorted geometry. Source: the Open Molecules 2025 dataset; level of theory: ωB97M-V with the def2-TZVPD basis set.

HOMO-LUMO gap	6.3	eV
DFT total energy	-32590.4737	eV
strongest force on any atom	5.11	eV/A
SMILES	CC1(C)[PH2]=C([O-])OS1(=O)=O
relative energy (zero: lowest compared OMol25 entry of this formula, charge and spin)	3.216	eV

```
! RIJCOSX wB97M-V def2-TZVPD def2/J DEFGRID3
* xyz -1 1
C 0.835 -0.111 1.679
C 0.486 -0.278 0.180
C 1.409 -1.002 -0.753
P -0.020 1.619 -0.714
C -1.661 1.394 0.160
O -2.368 2.362 0.366
O -2.075 0.108 0.453
S -0.992 -1.127 -0.107
O -1.135 -1.115 -1.485
O -1.337 -2.247 0.707
H 0.043 -0.589 2.217
H 0.744 0.985 1.837
H 1.901 -0.328 1.953
H 1.290 -2.068 -0.817
H 2.513 -0.772 -0.625
H 1.176 -0.727 -1.760
H -0.531 2.856 -1.319
H -0.281 1.041 -1.971
*
```

Results of the Löwdin charge analysis, in e, for atoms 1 through 4: C -0.110; C -0.732; C -0.189; P 0.773

Record 6
C4H8OS in the gas phase at a distorted geometry. Source: the Open Molecules 2025 dataset; level of theory: ωB97M-V with the def2-TZVPD basis set.

HOMO-LUMO gap	10.1	eV
DFT total energy	-17159.2734	eV
strongest force on any atom	2.48	eV/A
SMILES	O[C@H]1CC[C@H]1S
relative energy (zero: lowest compared OMol25 entry of this formula, charge and spin)	1.177	eV

```
! RIJCOSX wB97M-V def2-TZVPD def2/J DEFGRID3
* xyz 0 1
O -1.336 -0.550 -1.211
C 0.017 -0.210 -0.950
C 0.163 1.312 -0.626
C -0.141 0.966 0.799
C 0.343 -0.447 0.506
S -0.316 -1.820 1.377
H -1.485 -1.447 -0.794
H 0.695 -0.648 -1.692
H -0.446 1.938 -1.321
H 1.200 1.619 -0.763
H -1.176 0.864 1.023
H 0.301 1.525 1.653
H 1.399 -0.546 0.624
H 0.781 -2.556 1.375
*
```

Results of the Löwdin charge analysis, in e, for atoms 1 through 4: O -0.064; C -0.389; C -0.114; C -0.191

Record 7
2 unconnected molecules or ions with the total composition C4H8OS at a distorted geometry. Source: the Open Molecules 2025 dataset; level of theory: ωB97M-V with the def2-TZVPD basis set.

HOMO-LUMO gap (spin up / spin down)	6.4 / 6.4	eV
DFT total energy	-17154.8801	eV
strongest force on any atom	4.32	eV/A
relative energy (zero: lowest compared OMol25 entry of this formula, charge and spin)	5.570	eV

```
! RIJCOSX wB97M-V def2-TZVPD def2/J DEFGRID3
* xyz 0 1
C -1.775 0.701 0.602
C -0.833 0.493 -0.269
C 0.219 0.147 -2.321
C 1.240 -0.702 1.985
O 0.043 0.978 -1.132
S 1.336 -1.516 0.329
H -1.965 -0.043 1.425
H -2.370 1.565 0.398
H 0.524 -0.805 -1.945
H 0.909 0.642 -2.852
H -0.779 0.103 -2.865
H 1.161 -1.456 2.794
H 0.310 -0.262 1.874
H 1.981 0.155 1.976
*
```

Results of the Löwdin charge analysis, in e, for atoms 1 through 4: C 0.056; C -0.145; C -0.031; C -0.554

Record 8
2 unconnected molecules or ions with the total composition C4H8OS at a distorted geometry. Source: the Open Molecules 2025 dataset; level of theory: ωB97M-V with the def2-TZVPD basis set.

HOMO-LUMO gap	8.1	eV
DFT total energy	-17155.2934	eV
strongest force on any atom	5.49	eV/A
relative energy (zero: lowest compared OMol25 entry of this formula, charge and spin)	5.157	eV

```
! RIJCOSX wB97M-V def2-TZVPD def2/J DEFGRID3
* xyz 0 1
C 1.500 -1.980 1.365
C 0.008 -0.647 -0.376
C -0.801 0.419 -0.659
C -0.511 1.936 -0.675
H 1.081 -1.872 2.478
H 2.542 -2.129 1.613
H 1.175 -2.921 0.900
H -0.480 -1.643 -0.747
H -1.670 0.227 -1.284
H 0.379 2.356 0.025
H -0.349 2.261 -1.859
H -2.787 1.811 -0.889
O -1.663 2.648 -0.262
S 1.578 -0.467 0.370
*
```

Results of the Löwdin charge analysis, in e, for atoms 1 through 4: C -0.444; C -0.493; C -0.223; C -0.369

Which value of DFT total energy does entry 6 give? -17159.2734 eV